1.
Below is 15 unconnected molecules or ions with the total composition C30H90O30 at a distorted geometry, with properties calculated with the ωB97M-V functional and the def2-TZVPD basis.

Each line ends with the Mulliken charge.
Geometry (Å):
C1 -3.05442 -9.63145 -3.71561  -0.54
C2 -1.82102 -8.68686 -3.88930  -0.17
O1 -2.11487 -7.27341 -4.01290  -0.53
O2 -3.36351 -9.97553 -2.36298  -0.52
H1 -2.88703 -10.60887 -4.16812  0.30
H2 -3.84699 -9.09194 -4.23412  0.32
H3 -1.22904 -9.08208 -4.71481  0.32
H4 -1.22962 -8.79966 -2.98066  0.22
H5 -2.82577 -7.05936 -3.40430  0.28
H6 -2.80725 -10.72788 -2.14823  0.30
C3 6.69956 1.49982 6.83383  -0.41
C4 6.38113 2.71844 5.98368  -0.36
O3 7.27048 2.75946 4.90503  -0.52
O4 6.31982 0.36090 6.09490  -0.53
H7 6.23152 1.44331 7.81661  0.33
H8 7.75426 1.55154 7.10404  0.26
H9 6.52794 3.57793 6.63775  0.31
H10 5.33939 2.66560 5.66729  0.30
H11 7.03903 3.41247 4.24050  0.30
H12 6.57320 0.45990 5.17426  0.33
C5 -6.11381 -2.99653 6.20778  -0.25
C6 -6.52247 -2.34629 4.90819  -0.44
O5 -5.60187 -2.67705 3.88564  -0.50
O6 -6.64471 -4.35308 6.19860  -0.53
H13 -6.65255 -2.45957 6.98850  0.29
H14 -5.04184 -3.00903 6.40478  0.24
H15 -6.55123 -1.27366 5.09988  0.34
H16 -7.50538 -2.60898 4.51708  0.25
H17 -5.24811 -1.84659 3.55884  0.31
H18 -6.74974 -4.66977 7.09876  0.29
C7 3.52270 -4.04268 -5.03288  -0.53
C8 4.27993 -5.34234 -5.47815  -0.24
O7 5.38713 -5.07458 -6.35200  -0.49
O8 2.78730 -3.48429 -6.11317  -0.49
H19 4.18004 -3.29383 -4.59102  0.33
H20 2.86634 -4.25974 -4.19016  0.28
H21 3.62426 -5.96862 -6.08311  0.25
H22 4.61252 -5.92100 -4.61638  0.26
H23 5.62691 -4.15730 -6.20128  0.31
H24 2.14788 -4.12654 -6.42981  0.31
C9 8.40581 -2.34130 -0.39544  -0.41
C10 7.45504 -3.11706 0.46315  -0.22
O9 6.10900 -2.51074 0.24690  -0.53
O10 9.68809 -2.89529 -0.14952  -0.51
H25 8.25855 -1.27227 -0.24182  0.29
H26 8.20409 -2.53822 -1.44836  0.22
H27 7.70932 -3.18271 1.52104  0.31
H28 7.53386 -4.14430 0.10723  0.24
H29 5.47408 -2.82660 0.89399  0.29
H30 10.06223 -2.48946 0.63594  0.32
C11 1.78823 7.98359 3.17657  -0.32
C12 2.87166 8.52168 4.06275  -0.46
O11 2.40003 9.01834 5.31140  -0.52
O12 0.87174 8.95950 2.75604  -0.52
H31 1.19570 7.18098 3.61570  0.32
H32 2.34756 7.63240 2.30944  0.25
H33 3.43052 9.28713 3.52437  0.37
H34 3.54926 7.68579 4.23669  0.25
H35 2.10608 8.30803 5.88643  0.31
H36 1.32923 9.70844 2.36696  0.30
C13 -3.91254 6.67268 -4.42772  -0.38
C14 -2.51184 7.28907 -4.24567  -0.35
O13 -2.20844 8.17599 -5.30474  -0.52
O14 -4.00460 5.60663 -5.36629  -0.49
H37 -4.65871 7.44150 -4.62831  0.31
H38 -4.20608 6.23937 -3.47160  0.28
H39 -1.71922 6.56642 -4.05162  0.28
H40 -2.56474 7.91101 -3.35209  0.27
H41 -2.72861 8.96531 -5.13740  0.31
H42 -4.13689 6.01576 -6.22460  0.27
C15 8.39562 6.31466 -0.44316  -0.45
C16 7.13961 5.76996 -1.29774  -0.29
O15 6.31498 4.83195 -0.63123  -0.52
O16 7.91850 6.90389 0.70646  -0.49
H43 9.09130 6.92880 -1.01497  0.32
H44 8.97570 5.45012 -0.12039  0.25
H45 7.53555 5.36233 -2.22788  0.31
H46 6.40798 6.52323 -1.59002  0.25
H47 5.88451 4.24367 -1.25592  0.31
H48 7.68946 7.82442 0.55889  0.30
C17 -7.51484 -5.84843 -1.53296  -0.45
C18 -8.33019 -7.00924 -0.97892  -0.26
O17 -8.04421 -8.12932 -1.71296  -0.52
O18 -6.13361 -5.87291 -1.10319  -0.50
H49 -7.90950 -4.86836 -1.26498  0.37
H50 -7.53309 -5.95841 -2.61724  0.23
H51 -9.39362 -6.82041 -1.12571  0.30
H52 -8.13813 -7.23044 0.07098  0.24
H53 -7.09161 -8.20604 -1.62205  0.31
H54 -6.03053 -5.23737 -0.39110  0.29
C19 0.09161 0.22125 7.80633  -0.49
C20 -0.09613 0.53924 6.32425  -0.26
O19 -0.57194 1.87288 6.13512  -0.52
O20 -1.14736 0.17520 8.44073  -0.52
H55 0.70182 0.96234 8.32260  0.29
H56 0.67998 -0.69159 7.89935  0.31
H57 -0.78764 -0.18011 5.88558  0.25
H58 0.82184 0.42173 5.74836  0.32
H59 -0.68148 2.10123 5.20913  0.28
H60 -1.34270 1.04362 8.80030  0.32
C21 -1.07880 -6.42779 3.69140  -0.32
C22 -0.02118 -6.38278 2.53328  -0.35
O21 1.08159 -5.62032 2.94422  -0.53
O22 -0.76313 -7.37868 4.60769  -0.52
H61 -2.04679 -6.77807 3.33307  0.31
H62 -1.21235 -5.41908 4.08229  0.25
H63 -0.45690 -5.95073 1.63240  0.28
H64 0.47589 -7.31026 2.24901  0.28
H65 1.63274 -6.18229 3.49375  0.30
H66 -0.13841 -6.97077 5.21179  0.31
C23 -1.74689 0.51003 -0.72116  -0.45
C24 -0.26441 0.60682 -0.42620  -0.27
O23 0.09053 1.70170 0.42059  -0.54
O24 -2.52388 1.04674 0.40007  -0.49
H67 -1.99554 -0.52843 -0.93994  0.30
H68 -1.99001 1.07668 -1.61999  0.23
H69 0.36355 0.42112 -1.29755  0.34
H70 -0.03179 -0.19684 0.27244  0.26
H71 1.03584 1.60075 0.55405  0.29
H72 -2.10456 1.89993 0.53364  0.32
C25 -4.47863 -1.05164 -7.19384  -0.37
C26 -4.99392 -2.32434 -7.88832  -0.38
O25 -5.89787 -1.96262 -8.89715  -0.52
O26 -5.44338 -0.57514 -6.26989  -0.51
H73 -4.19981 -0.26808 -7.89838  0.32
H74 -3.52537 -1.32271 -6.74007  0.30
H75 -5.50832 -2.92104 -7.13504  0.30
H76 -4.16056 -2.89392 -8.29966  0.26
H77 -6.67852 -2.52033 -8.86310  0.31
H78 -5.08335 0.26342 -5.97193  0.30
C27 1.92579 2.61403 -7.03619  -0.37
C28 3.27105 3.13057 -6.53236  -0.33
O27 3.95875 2.14588 -5.76334  -0.53
O28 2.04442 1.68198 -8.09077  -0.51
H79 1.39028 3.50669 -7.35945  0.31
H80 1.30648 2.16393 -6.26033  0.30
H81 3.13927 3.97865 -5.86042  0.27
H82 3.84159 3.50859 -7.38070  0.26
H83 4.74538 1.77988 -6.17427  0.31
H84 2.43410 0.92365 -7.64955  0.30
C29 -5.20389 6.44089 3.71215  -0.42
C30 -5.15840 6.25277 5.22682  -0.27
O29 -5.21124 4.89552 5.60537  -0.50
O30 -3.94870 5.95917 3.14477  -0.52
H85 -5.23507 7.51280 3.51690  0.31
H86 -5.99695 5.80565 3.31769  0.24
H87 -6.01038 6.76546 5.67334  0.32
H88 -4.21351 6.73343 5.48027  0.25
H89 -4.42916 4.43407 5.29392  0.29
H90 -3.38605 6.73468 3.08465  0.30

## Properties
- Frontier orbital gap: 9.5742 eV
- Electronic energy: -93981.84072 eV
- Maximum force: 0.061 Eh/bohr



2.
Below is C4H6O2 in the gas phase at a distorted geometry, with properties calculated with the ωB97M-V functional and the def2-TZVPD basis.

Each line ends with the natural charge from an NBO analysis.
Geometry (Å):
C1 -0.88745 -1.27342 0.03056  -0.64
C2 -0.02807 0.01708 0.12173  0.08
C3 -0.17878 1.54216 -0.44097  -0.04
O1 -0.77467 1.05857 0.69889  -0.45
C4 1.43477 -0.12619 0.36364  0.39
O2 2.20293 0.80584 0.29227  -0.52
H1 -0.29591 -2.20154 0.03361  0.22
H2 -1.54464 -1.32872 0.91771  0.23
H3 -1.54652 -1.31196 -0.84043  0.23
H4 0.39547 2.46665 -0.22519  0.21
H5 -0.59315 1.51060 -1.43815  0.17
H6 1.81600 -1.15908 0.48632  0.12

## Properties
- Frontier orbital gap: 10.3298 eV
- Electronic energy: -8337.13992 eV
- Maximum force: 0.026 Eh/bohr



3.
Below is a molecular structure, CHI3N2O at a distorted geometry, with properties calculated with the ωB97M-V functional and the def2-TZVPD basis.

Each line ends with the natural charge from an NBO analysis.
Geometry (Å):
C1 0.63716 1.21146 1.37222  0.85
N1 -1.09031 -0.68270 -0.61334  -1.04
N2 1.62327 0.63256 1.07090  -0.80
O1 -0.31865 1.70047 1.77864  -0.51
I1 -0.83148 0.79571 -2.03449  0.33
I2 2.55806 -0.37389 -0.31382  0.46
I3 -0.59466 -2.59170 -1.11316  0.33
H1 -1.98338 -0.69192 -0.14693  0.39

## Properties
- Frontier orbital gap: 7.6047 eV
- Electronic energy: -30380.43932 eV
- Maximum force: 0.045 Eh/bohr